No. 1
# C44H55N5O3PdS

A structure of composition C44H55N5O3PdS (ωB97M-V with the def2-TZVPD basis set, the OMol25 dataset).

```
109
Properties=species:S:1:pos:R:3:forces:R:3
Pd 0.59481 0.19307 0.06631 -0.3 0.9 0.3
C -1.21646 -1.55626 5.53877 0.0 0.0 -0.2
C -1.22953 -2.11034 4.11323 -0.1 -0.1 0.1
C -2.16662 -3.31359 3.99462 0.1 0.2 0.0
C 0.16574 -2.46503 3.64568 -0.1 0.1 -0.1
C 0.88043 -3.46331 4.28080 0.0 -0.1 0.1
C 2.15162 -3.80950 3.85558 0.1 -0.1 0.1
C 2.69654 -3.14070 2.77770 0.1 -0.1 0.1
C 2.02699 -2.11751 2.12154 -0.2 0.2 -0.3
C 2.70679 -1.46336 0.94211 0.4 -0.1 0.1
C 3.29429 -2.49062 -0.03099 -0.1 0.2 0.2
C 3.80001 -0.48668 1.38683 -0.2 -0.1 0.0
C 0.73021 -1.75207 2.56180 0.2 -0.1 0.4
N -0.06252 -0.75239 2.03209 -0.6 -0.6 -0.3
C 0.28416 0.51396 2.14890 0.9 0.2 -0.3
C -0.67209 1.64246 2.20496 -0.5 0.3 0.3
C -0.72628 2.34868 3.39308 -0.2 -0.1 -0.1
C -1.56442 3.44008 3.56970 -0.1 0.3 0.4
C -2.35026 3.85671 2.50193 0.0 0.2 0.3
C -2.29173 3.20460 1.29568 -0.1 -0.1 -0.1
C -1.44632 2.08123 1.08820 -0.1 0.5 0.1
N -1.24946 1.54808 -0.11419 0.6 -0.5 -0.1
C -2.01202 1.77567 -1.21337 -0.3 0.3 -0.1
C -3.41083 1.53660 -1.23973 0.2 0.0 0.2
C -4.14008 1.86422 -2.36842 -0.1 0.1 -0.1
C -3.52828 2.38336 -3.49694 -0.1 0.0 -0.2
C -2.14806 2.52404 -3.51474 -0.1 0.1 -0.2
C -1.38000 2.22617 -2.40598 0.1 -0.2 0.2
C 0.11782 2.41353 -2.38664 0.1 0.0 0.0
C 0.44398 3.76313 -1.74117 -0.1 -0.2 0.0
C 0.77378 2.30949 -3.76181 -0.1 0.0 0.2
C -4.07193 0.81784 -0.08494 -0.1 0.0 0.1
C -4.49058 -0.57972 -0.55340 0.1 0.1 0.2
C -5.25348 1.59093 0.50609 0.2 -0.1 0.0
H -2.20763 -1.20275 5.81836 -0.1 0.0 0.1
H -0.52532 -0.71990 5.60564 0.1 0.1 0.1
H -0.90673 -2.31407 6.25773 0.1 -0.1 0.1
H -1.59638 -1.32621 3.44461 0.1 -0.1 0.1
H -1.82778 -4.14346 4.61491 0.0 -0.1 0.1
H -2.19527 -3.64526 2.95966 -0.1 -0.1 -0.1
H -3.17645 -3.04022 4.30101 -0.1 0.0 0.0
H 0.44934 -3.97989 5.13086 -0.1 0.0 0.0
H 2.71410 -4.58838 4.35856 0.0 0.0 0.0
H 3.69154 -3.40592 2.44596 0.1 0.0 -0.1
H 1.93759 -0.86223 0.36610 0.9 -0.7 0.4
H 4.20321 -2.94885 0.36948 0.1 -0.1 0.0
H 3.54814 -2.00631 -0.97205 0.1 0.1 -0.1
H 2.56901 -3.27514 -0.23540 0.0 -0.1 -0.1
H 4.57687 -1.00247 1.96024 0.1 0.0 0.0
H 3.38433 0.31125 2.00253 0.0 0.0 0.0
H 4.25755 -0.02719 0.50899 0.1 0.0 -0.1
H 1.19046 0.72277 2.76161 -0.2 0.0 -0.4
H -0.09408 2.02723 4.21484 0.1 0.0 0.0
H -1.58448 3.97091 4.51503 0.0 0.0 0.0
H -2.99927 4.72257 2.61483 0.0 0.0 0.0
H -2.85214 3.57928 0.44884 0.0 0.0 0.0
H -5.21515 1.71678 -2.37725 -0.1 -0.1 0.0
H -4.11843 2.66098 -4.36486 0.0 0.0 0.0
H -1.68190 2.90025 -4.41762 0.1 0.0 0.0
H 0.53973 1.61181 -1.73460 -0.2 0.5 -0.5
H -0.03825 4.57647 -2.28875 0.0 0.1 -0.1
H 1.51988 3.93506 -1.72629 0.1 0.1 0.0
H 0.08677 3.77312 -0.71460 0.0 0.1 0.1
H 0.52827 3.16830 -4.39034 0.0 0.1 -0.1
H 0.45740 1.39995 -4.27091 0.0 -0.1 -0.1
H 1.85557 2.27721 -3.64732 0.1 -0.1 0.0
H -3.32595 0.68101 0.70303 -0.1 0.0 -0.1
H -5.17257 -0.52470 -1.40309 -0.1 0.0 -0.1
H -4.97775 -1.12666 0.25501 -0.1 -0.1 0.1
H -3.59772 -1.12269 -0.85471 0.1 -0.2 -0.1
H -6.06086 1.70425 -0.21871 -0.1 0.0 -0.1
H -4.93013 2.58070 0.82212 0.0 0.1 0.0
H -5.64336 1.06864 1.38077 -0.1 0.0 0.1
S 2.02840 2.47703 0.73913 0.6 0.2 -0.2
C 3.51060 3.21317 0.57529 -1.4 -1.4 -0.6
N 4.40283 2.80600 -0.40486 0.8 0.7 0.3
C 5.64301 3.37176 -0.53554 -0.4 0.0 0.3
C 6.03787 4.37886 0.29315 0.5 -0.3 -0.6
C 5.16038 4.84136 1.29822 -1.4 -0.6 0.2
C 3.91896 4.25556 1.42227 1.7 1.4 0.5
H 4.08929 2.06656 -1.02166 -0.1 -0.1 0.0
H 6.27804 2.97734 -1.31463 0.0 0.0 -0.1
H 7.01748 4.81895 0.18106 0.1 -0.1 -0.1
H 5.46405 5.63792 1.96232 0.0 0.1 0.0
H 3.21037 4.56283 2.17390 0.0 0.0 0.1
C -1.43610 -1.05546 -4.31121 -0.1 -0.2 0.0
C -1.66665 -2.45237 -3.75273 0.1 0.1 -0.1
C -0.48936 -2.96945 -2.89262 -0.5 -0.4 0.1
C -0.91270 -4.29476 -2.23365 0.2 0.0 0.0
C 0.17086 -4.83934 -1.31318 -0.2 0.0 -0.1
C 0.66380 -3.23038 -3.83866 -0.1 0.1 0.1
O 0.70596 -4.18935 -4.59648 0.0 -0.1 -0.1
N 1.62597 -2.28638 -3.83101 0.6 0.3 0.0
C 1.79447 -1.22003 -2.86985 -0.1 -0.8 -0.6
O 2.79996 -0.54357 -3.01155 0.4 0.4 -0.1
N 0.88595 -1.10509 -1.92203 -0.3 0.6 0.8
C -0.19275 -1.90670 -1.81567 -0.1 -0.4 -0.3
O -0.97782 -1.79205 -0.88740 -0.4 -0.4 -0.3
H -2.27712 -0.75788 -4.93509 0.0 0.1 0.0
H -0.52895 -1.01714 -4.91171 0.1 0.1 -0.1
H -1.34535 -0.33695 -3.50051 0.0 0.2 0.0
H -1.82444 -3.16807 -4.56833 0.0 0.0 0.1
H -2.56242 -2.43506 -3.12714 0.1 -0.1 0.1
H -1.12741 -5.01865 -3.02563 0.0 0.1 0.0
H -1.82304 -4.12423 -1.65584 0.0 0.1 -0.1
H 1.10695 -4.94885 -1.85805 0.2 -0.1 0.0
H -0.11028 -5.81315 -0.91460 0.0 -0.1 0.1
H 0.31975 -4.15826 -0.47902 0.1 0.0 0.1
H 2.40106 -2.40322 -4.47415 -0.2 0.0 0.2
```
Forces are in eV/Å.

Calculated values
* gap between HOMO and LUMO: 4.35 eV
* spin multiplicity: 1
* strongest force on any atom: 2.3 eV/A
* net charge: -2

***

No. 2
# C44H56BN6O6S3TeTl

A structure of composition C44H56BN6O6S3TeTl (ωB97M-V with the def2-TZVPD basis set, the OMol25 dataset).

```
118
Properties=species:S:1:pos:R:3:forces:R:3
Tl -1.24883 -0.86420 2.45066 0.5 -1.2 0.6
C 3.69117 -0.20030 3.09506 0.0 -0.1 0.0
C 3.14817 -0.72760 1.81226 0.6 -0.6 -0.3
C 3.71527 -1.76210 1.12676 -0.4 0.7 0.6
C 3.12617 -2.19040 -0.09024 -0.5 0.2 -0.2
N 2.04067 -1.64350 -0.54044 0.1 -0.8 -0.7
N 1.45237 -0.63170 0.11666 0.3 0.1 1.0
B 0.25417 -0.12370 -0.53454 0.6 -1.7 -0.4
N 0.08337 1.31280 -0.72024 -0.8 3.1 -0.4
N 1.22927 1.99030 -0.86224 -0.1 -0.7 -0.3
C 1.22517 3.25810 -1.16384 0.1 0.0 -0.1
C 0.02117 3.96000 -1.35894 -1.0 -0.9 0.3
C -1.17863 3.28790 -1.17264 0.9 1.3 -0.3
C -2.48953 3.99060 -1.31834 -0.1 -0.1 0.1
C -1.13413 1.93740 -0.81024 0.2 -1.5 0.4
S -2.51743 0.99680 -0.38544 0.5 -0.3 -0.6
C 2.60737 3.87110 -1.28284 0.4 0.0 0.0
C 2.58937 5.32830 -1.74474 -0.2 -0.3 0.1
C 3.40927 3.03100 -2.28634 -0.1 0.0 0.1
C 3.26137 3.78800 0.10086 -0.1 0.0 -0.1
N -0.34813 -0.99690 -1.57664 -0.6 -0.5 0.0
N 0.13497 -0.60880 -2.75964 0.5 0.6 -0.6
C 0.02257 -1.36400 -3.80664 0.1 0.2 0.3
C -0.65813 -2.60940 -3.73254 -0.3 -0.1 0.7
C -1.23883 -2.98030 -2.55834 0.3 0.0 -0.8
C -2.01273 -4.24160 -2.42594 0.0 -0.1 0.0
C -1.07573 -2.13420 -1.40524 -0.4 0.0 0.9
S -1.77673 -2.52760 0.05216 0.2 0.0 -0.3
C 0.73297 -0.90520 -5.06004 0.1 0.2 -0.1
C 0.95757 0.60610 -4.98774 0.0 -0.2 0.0
C 2.09317 -1.61700 -5.09264 -0.2 0.1 0.0
C -0.07303 -1.25430 -6.31554 0.1 0.0 0.2
C 1.96847 -0.13020 1.28276 -0.6 0.6 0.2
S 1.20507 1.13520 2.07056 0.1 0.1 0.2
C 3.79877 -3.18390 -1.01134 0.0 -0.2 -0.3
C 2.74677 -3.93690 -1.82604 0.0 0.1 0.1
C 4.68527 -2.34140 -1.94314 -0.1 -0.1 0.1
C 4.65367 -4.19280 -0.24494 -0.2 0.1 0.1
H 4.62327 -0.68690 3.36656 0.1 -0.1 -0.1
H 2.96317 -0.36220 3.88996 0.0 0.0 0.0
H 3.84747 0.87480 3.01366 0.0 0.0 0.1
H 4.58967 -2.25620 1.51526 0.1 -0.1 0.0
H 0.01897 5.00680 -1.61094 0.0 0.1 -0.1
H -2.35973 5.06740 -1.24244 0.0 0.0 0.0
H -3.19983 3.65840 -0.55314 0.1 0.2 -0.3
H -2.92343 3.75390 -2.28984 -0.1 0.0 0.0
H 2.16177 5.42010 -2.74084 -0.1 0.1 -0.1
H 3.61097 5.70230 -1.77874 0.0 0.0 0.0
H 2.03177 5.95630 -1.05374 -0.1 0.1 0.1
H 2.94377 3.06330 -3.26964 0.0 0.0 -0.1
H 3.44997 1.99670 -1.95694 0.1 -0.1 0.0
H 4.42347 3.41270 -2.37474 0.1 0.1 0.0
H 2.71557 4.39930 0.81526 -0.1 0.1 0.2
H 4.28677 4.14380 0.05266 0.1 0.1 0.0
H 3.25357 2.76200 0.45496 0.0 -0.1 0.1
H -0.71983 -3.25700 -4.59284 0.0 0.0 -0.1
H -1.99943 -4.79900 -3.35994 0.0 0.0 0.0
H -3.04053 -4.01430 -2.14434 -0.1 0.0 0.0
H -1.59753 -4.85060 -1.62434 0.0 -0.1 0.0
H 1.47667 0.85560 -4.06734 0.1 0.1 0.0
H 0.00277 1.12580 -4.99124 -0.1 0.2 0.0
H 1.54867 0.94030 -5.83644 0.0 0.0 -0.1
H 2.69667 -1.28710 -4.25174 0.1 0.0 0.1
H 2.61897 -1.37550 -6.01274 0.1 0.0 -0.1
H 1.97567 -2.69620 -5.03194 0.0 -0.2 0.0
H -1.10463 -0.92230 -6.21664 -0.1 0.1 -0.1
H -0.07243 -2.32410 -6.51184 0.0 -0.1 0.0
H 0.36897 -0.75850 -7.17674 0.0 0.0 -0.1
H 2.10577 -3.24540 -2.36414 -0.1 0.1 -0.1
H 2.13437 -4.52730 -1.15204 -0.1 -0.1 0.1
H 3.22967 -4.60190 -2.53864 0.1 -0.1 -0.1
H 4.07287 -1.66920 -2.54024 0.0 0.1 0.0
H 5.24747 -2.98510 -2.61454 0.1 -0.1 -0.1
H 5.38807 -1.74670 -1.36284 0.2 0.1 0.0
H 4.05227 -4.68440 0.51516 -0.1 -0.1 0.1
H 5.51967 -3.72490 0.21636 0.2 0.1 0.1
H 5.01767 -4.95110 -0.93314 0.1 -0.1 -0.1
O 1.17377 -6.79300 3.79186 0.1 -0.4 -0.3
C 0.56637 -5.93340 3.19146 -0.1 0.3 0.6
C 1.10247 -4.97680 2.16856 -1.1 0.1 -0.1
O 1.93617 -5.21010 1.30766 0.9 0.1 -0.3
C 0.33697 -3.74150 2.37136 -0.8 -1.3 1.6
C -0.89653 -4.06260 3.07296 1.6 -1.0 -0.8
O -1.83593 -3.26810 3.28376 -0.9 1.6 0.0
C -0.84473 -5.48310 3.49196 -0.1 0.4 -0.5
O -1.74323 -6.14520 3.96846 -0.1 -0.2 0.3
O 0.69887 -2.57440 2.09016 0.1 1.7 -0.8
C -5.28703 -0.81600 3.62116 0.2 0.2 -0.2
C -5.10093 -0.44280 2.14866 -1.0 -0.5 0.1
C -4.98273 -1.71040 1.30436 0.2 0.3 0.1
C -6.25473 0.42680 1.66236 0.3 -0.1 0.1
O -3.85103 0.23770 1.99556 0.7 1.0 -0.5
H -6.01353 -1.61780 3.70956 -0.1 -0.1 0.0
H -5.62983 0.03710 4.20306 0.0 0.1 0.1
H -4.34303 -1.17370 4.02776 0.0 -0.1 0.0
H -5.90283 -2.28870 1.34266 -0.1 0.0 0.1
H -4.16193 -2.31210 1.68716 0.0 -0.2 0.0
H -4.76133 -1.45100 0.27166 0.0 0.0 -0.1
H -7.19123 -0.12000 1.73096 -0.1 0.0 0.0
H -6.08953 0.71640 0.62336 -0.1 0.0 -0.1
H -6.32793 1.32770 2.28106 -0.2 0.0 0.0
C -3.85513 2.39180 3.89056 0.0 -0.1 -0.1
Te -3.72953 2.18590 1.70436 0.2 -0.2 1.6
C -1.76873 2.99420 2.12696 0.1 -0.3 0.1
C -1.91773 3.82400 3.35256 -0.3 0.1 0.2
C -1.03133 4.85000 3.63496 0.0 0.1 0.0
C -1.13963 5.54770 4.82276 0.1 0.0 0.0
C -2.13213 5.21920 5.73076 0.0 0.0 0.1
C -3.03343 4.20990 5.44376 -0.1 0.1 0.0
C -2.93793 3.51100 4.25006 0.2 0.1 -0.1
H -3.47623 1.44950 4.29846 -0.1 -0.1 -0.2
H -4.86243 2.56040 4.27186 -0.1 -0.1 -0.2
H -1.39673 3.58040 1.28926 -0.2 -0.1 -0.1
H -1.07003 2.17320 2.31076 -0.2 -0.2 -0.3
H -0.24903 5.08740 2.92806 0.1 0.0 -0.1
H -0.44503 6.34190 5.04346 0.1 0.1 0.0
H -2.20463 5.75410 6.66446 0.0 0.1 0.1
H -3.80823 3.95570 6.15376 -0.1 0.0 0.0
```
Forces are in eV/Å.

Calculated values
* gap between HOMO and LUMO: 2.80 eV
* spin multiplicity: 1
* strongest force on any atom: 3.3 eV/A
* energy relative to the best compared isomer or geometry (same formula, charge and spin): 0.0 kcal/mol